Record 1
Density functional theory data (wB97M-V/def2-TZVPD) for a 8-piece molecular cluster, C23H61NO8 overall.

Output
Kohn-Sham gap = 8.626 eV
Electronic energy = -1569.43190 a.u.
LUMO level = 0.41 eV
Net charge = 0
Energy relative to the best compared isomer or geometry (same formula, charge and spin) = 381.5 kJ/mol
HOMO level = -8.22 eV

Cartesian coordinates (Å):
C -5.183 -1.598 3.957
C 3.071 0.333 1.510
H -1.544 2.277 5.241
H 3.330 1.199 -0.525
H 1.782 -5.478 -1.806
H -0.382 -0.635 2.290
H -1.225 5.108 1.650
H -0.191 -3.942 -0.878
C -5.621 -2.718 3.042
H 5.731 -2.013 -1.700
H -2.209 -1.300 0.604
H -2.015 -0.084 2.814
H -0.846 1.008 1.964
H 0.553 0.970 3.870
H 3.290 -4.269 -0.408
H 2.493 2.233 0.624
H -6.021 -1.279 4.572
C -4.590 3.782 -0.324
O 0.114 0.001 -3.403
O -4.483 -3.504 2.663
H -4.756 -4.028 1.903
H -0.538 -0.504 -3.893
O 3.120 0.821 2.831
H -1.215 1.914 -2.073
C 1.845 -4.625 -2.481
C 0.341 2.673 5.196
H 5.040 -1.209 -4.061
H 3.870 -5.276 -2.490
H 4.495 -0.285 -2.721
C 0.804 1.256 4.893
H 3.065 -5.404 -4.098
H 4.253 2.032 0.583
H 1.519 -0.681 -2.058
H -6.303 -3.394 3.578
C 3.901 -3.497 -3.656
H -0.889 3.497 2.325
H -0.897 3.145 -3.356
H 2.533 1.569 2.960
H -4.317 -1.885 4.556
H 1.869 1.022 4.917
C -0.601 4.210 1.544
H 4.964 -3.658 -3.843
C 2.325 -3.824 -0.173
H 3.399 -0.660 -4.064
H 5.123 -3.611 -1.399
H 0.080 -2.195 -0.765
O -5.963 5.252 -1.628
H -6.580 5.315 -2.360
C 0.111 1.388 -3.776
C 3.197 -4.794 -3.206
H -5.613 3.255 -2.189
O 2.214 -1.038 -1.480
H 0.073 2.759 0.143
N 2.414 -2.263 -2.208
O -0.996 2.835 4.677
C -1.094 2.092 -3.140
H 2.151 -0.174 1.202
C 1.754 -3.378 -1.571
C -1.242 -0.005 2.054
H 2.396 -2.983 0.515
H 3.434 -3.228 -4.608
O -2.794 0.710 0.419
H 4.451 -2.141 -0.574
H -4.779 -0.758 3.384
O 0.752 4.649 1.829
C -1.798 -0.290 0.659
C 3.299 1.502 0.528
H 1.060 1.814 -3.467
H 0.255 0.554 5.528
C 0.259 -3.081 -1.371
H -0.990 -0.154 -0.063
H -5.406 3.749 0.390
H 1.051 -4.646 -3.227
C 4.810 -2.574 -1.508
H 0.709 4.979 2.733
H 0.976 3.389 4.672
H -0.218 -2.971 -2.348
H -2.700 1.027 -0.482
H -0.315 4.087 -0.671
H -3.680 4.311 -0.061
H -4.267 4.404 -2.355
H -6.173 -2.345 2.173
C -5.119 4.113 -1.726
H -1.688 3.229 -0.015
C 4.170 -1.070 -3.411
H 1.705 -4.589 0.292
H 0.368 2.891 6.265
H -1.987 1.697 -3.623
C -0.679 3.559 0.222
H -0.011 1.459 -4.857
C 3.805 -2.337 -2.653
H 3.838 -0.435 1.413
H -4.243 2.745 -0.431

Atom charges from the Löwdin analysis, given in e for atoms 1 to 4:
1 C -0.09
2 C -0.30
3 H 0.08
4 H 0.05



Record 2
Density functional theory data (wB97M-V/def2-TZVPD) for C23H62AgN5O6Pd as an isolated structure.

Output
Kohn-Sham gap (alpha / beta) = 6.299 / 3.114 eV
Electronic energy = -1912.23414 a.u.
2S+1 = 4
LUMO level (alpha / beta) = -9.78 / -12.97 eV
Net charge = +3
HOMO level (alpha / beta) = -16.08 / -16.08 eV

Cartesian coordinates (Å):
O -1.156 -0.764 0.494
H -1.384 2.638 3.684
H 1.748 0.202 4.610
N -1.201 5.312 1.399
C 4.635 0.101 -0.422
H -2.995 4.037 -1.085
C 1.902 -3.309 -1.428
C 0.005 0.805 -1.059
H 0.690 -4.154 0.792
H -0.329 5.173 1.889
H -3.444 3.856 0.512
N 0.177 -3.507 0.211
O -2.925 -1.506 -3.673
H 2.402 -3.748 -2.292
H 3.764 -1.585 3.074
H 1.818 3.072 5.065
C -2.600 0.614 -1.056
H -0.302 1.515 5.178
H -2.647 -0.153 -1.830
H 4.869 -1.392 -1.638
Pd -2.001 -2.788 0.855
H -0.469 3.937 -1.612
H -5.759 -3.746 -2.973
O 0.916 4.979 -0.268
C 4.699 -0.772 0.777
C -0.382 4.713 -0.852
O 3.391 -1.367 1.017
H 0.776 -6.003 -0.802
C 0.280 -5.278 -1.447
H 0.554 -0.531 3.807
H 2.863 1.110 0.030
H -0.831 6.069 0.842
H -0.054 6.103 5.623
C 1.033 0.448 3.825
H -1.216 -7.701 -1.132
H 2.939 5.168 -0.402
C -3.114 -2.961 -3.657
H -0.486 2.160 2.438
H 0.237 1.804 -1.430
C -2.803 4.482 -0.109
H -1.239 -6.948 -2.853
N -0.926 1.831 3.285
H 3.790 1.931 -1.205
H -3.956 -2.465 -0.595
C -1.243 0.447 -0.256
H -1.249 1.310 0.410
H -5.390 -1.989 -2.825
H 4.895 -0.128 1.634
H 0.737 -5.556 -2.397
H -2.132 -3.431 -3.623
H -0.746 5.578 -1.407
C -3.792 -3.331 -2.319
H -1.941 0.093 -4.169
H 1.305 3.348 3.380
Ag -2.247 -0.105 2.827
H 2.161 5.304 -1.983
H 0.211 0.147 -1.903
H -2.676 -1.969 -1.535
C -1.520 -6.897 -1.801
H 3.455 -1.138 -1.343
H 2.379 -2.248 2.346
O 0.046 4.172 4.956
H -2.617 1.554 -1.607
H 1.637 0.569 2.926
H 2.308 3.745 -1.102
O -1.125 -5.629 -1.316
N 4.246 -0.597 -1.661
H -3.108 5.515 -0.274
H 4.264 2.098 0.462
H 1.520 5.712 4.829
C -1.380 4.370 0.306
N -3.177 -2.763 -1.164
H 0.641 -2.661 0.510
H -0.161 -3.095 -1.753
C 2.107 4.813 -1.012
H -3.622 -4.386 -2.105
C -1.862 -0.977 -4.361
C 0.962 3.145 4.394
C 0.692 5.333 5.428
H -1.329 3.376 0.751
H 2.112 -2.244 -1.333
H 2.640 -3.745 -0.754
H -3.437 0.655 -0.359
H 5.495 -1.513 0.699
H 1.101 5.144 6.421
H -1.755 -1.338 -5.384
C 0.188 1.738 4.230
C -5.232 -2.981 -2.402
H -0.938 -1.377 -3.944
C 3.876 1.385 -0.266
H -5.692 -3.039 -1.415
H -2.608 -6.914 -1.730
H 4.063 -2.975 1.927
C 0.485 -3.759 -1.179
H -3.730 -3.193 -4.526
H 0.840 0.653 -0.376
C 3.446 -2.111 2.174
H 5.631 0.500 -0.616

Atom charges from the Löwdin analysis, given in e for atoms 1 to 4:
1 O -0.33
2 H 0.08
3 H 0.08
4 N 0.34



Record 3
Density functional theory data (wB97M-V/def2-TZVPD) for C23H62AsF6O8 as an isolated structure.

Output
Kohn-Sham gap = 9.958 eV
Electronic energy = -4350.63004 a.u.
LUMO level = 2.58 eV
Net charge = -1
HOMO level = -7.37 eV

Cartesian coordinates (Å):
H -19.816 -12.297 11.580
H -15.873 -8.810 15.733
C -11.967 -18.489 13.675
H -10.989 -12.941 8.367
C -16.308 -9.034 8.765
C -19.236 -11.806 10.788
H -19.063 -10.005 9.765
H -15.136 -16.140 13.763
C -10.793 -10.795 8.341
F -14.189 -14.009 13.095
H -17.853 -15.708 15.041
F -13.633 -14.061 10.696
H -12.881 -17.600 11.263
O -10.794 -16.371 13.629
O -10.951 -13.488 12.803
C -17.131 -15.798 14.225
C -15.515 -17.362 15.506
C -11.946 -17.061 13.159
H -10.980 -15.436 13.453
F -15.860 -14.691 11.382
H -9.728 -11.126 13.173
H -12.082 -12.664 14.372
H -14.613 -10.861 13.902
H -18.284 -9.404 11.976
F -16.139 -12.577 12.602
C -15.712 -16.099 14.694
H -13.124 -18.050 7.932
H -14.751 -9.012 7.142
H -13.704 -16.383 9.447
H -12.839 -19.015 13.289
F -15.581 -12.477 10.239
C -10.099 -13.267 15.001
H -11.770 -9.408 9.669
C -10.707 -11.241 13.633
H -10.079 -9.768 10.111
As -14.886 -13.277 11.634
H -17.460 -16.469 13.431
O -14.343 -10.380 8.608
C -15.602 -9.174 14.731
H -10.413 -14.246 15.370
H -16.679 -11.382 7.566
O -15.714 -16.419 9.213
C -14.412 -16.554 8.631
H -12.822 -16.538 13.565
H -12.006 -16.047 11.225
H -16.669 -10.202 6.239
O -13.583 -10.093 15.531
H -19.661 -10.055 12.762
H -14.720 -11.246 8.808
C -19.650 -10.362 10.618
H -10.437 -12.297 9.909
C -14.297 -15.422 7.613
C -19.365 -9.517 11.853
C -11.090 -12.102 9.058
F -13.750 -11.977 11.816
H -16.605 -9.776 9.500
H -14.432 -17.394 15.659
H -19.413 -12.463 9.933
H -18.172 -11.827 11.029
H -10.851 -10.570 14.483
H -13.389 -15.432 6.995
O -21.051 -10.241 10.323
H -15.941 -8.132 9.262
H -11.150 -17.577 11.193
H -9.070 -13.358 14.648
H -15.727 -15.685 9.842
O -11.750 -10.544 7.322
H -10.030 -12.636 15.893
C -10.765 -9.575 9.281
H -15.195 -11.312 15.470
H -11.732 -13.244 12.287
H -14.252 -14.451 8.108
O -15.157 -15.013 15.453
C -11.056 -12.695 13.989
C -14.822 -10.458 14.899
H -12.623 -10.555 7.747
H -11.088 -19.039 13.325
H -14.454 -18.709 8.774
H -16.020 -17.493 16.458
H -10.390 -8.709 8.737
H -13.242 -10.797 16.084
C -12.007 -17.059 11.634
H -15.767 -18.185 14.829
H -15.151 -15.439 6.934
H -16.584 -9.390 14.304
C -16.039 -10.731 6.970
H -17.140 -14.802 13.770
C -14.205 -17.937 8.043
H -15.073 -8.340 14.283
H -9.806 -10.838 7.868
H -12.136 -12.074 9.375
H -19.942 -8.597 11.871
H -15.412 -11.324 6.302
H -14.737 -18.073 7.105
H -11.955 -18.529 14.765
H -17.139 -8.597 8.196
H -15.062 -14.314 14.792
C -15.322 -9.669 7.795
H -11.487 -10.912 12.937
H -21.455 -11.097 10.488

Atom charges from the Löwdin analysis, given in e for atoms 1 to 4:
1 H 0.09
2 H 0.07
3 C -0.07
4 H 0.08